# 1
# C2H2N4O2

A single C2H2N4O2 molecule in a non-equilibrium geometry (the ωB97M-V functional and the def2-TZVPD basis, the Open Molecules 2025 dataset).

Geometry as XYZ:
```
10
C2H2N4O2 (the ωB97M-V functional and the def2-TZVPD basis)
O 2.15608 0.75886 -0.01518
O 0.10906 1.78220 -0.03059
N 1.52859 -1.35143 0.02192
N 2.50756 -0.62089 -0.07978
N 0.38845 -0.57002 0.16824
N -0.90457 -0.98625 -0.03877
C -1.86002 -0.16908 -0.00136
C 0.83182 0.80497 0.09939
H -1.78826 0.88681 0.17066
H -2.96872 -0.53518 -0.29452
```

Calculated values
Energy above the lowest of the compared OMol25 structures with the same formula, charge and spin in kcal/mol: 114.0
Electronic energy in eV: -12157.802
LUMO level in eV: 0.2
Orbital gap in eV: 10.78
M in g mol⁻¹: 114.1
HOMO level in eV: -10.559


# 2
# C34H49Cl2N2OP3SV

A molecular structure, C34H49Cl2N2OP3SV in a non-equilibrium geometry (the ωB97M-V functional and the def2-TZVPD basis, the Open Molecules 2025 dataset).

Geometry as XYZ:
```
93
C34H49Cl2N2OP3SV (the ωB97M-V functional and the def2-TZVPD basis)
V 0.02512 0.38656 0.30772
Cl -1.17166 1.30415 2.12730
Cl 0.45667 -2.08699 1.18219
S 2.30493 0.74241 0.08471
P -1.11750 3.68919 -2.99482
P 1.20843 -3.08217 -5.02809
P -2.14819 -1.11898 -0.20180
O 0.87545 1.31034 -3.96309
N 2.40549 -0.34054 2.55791
N 3.18372 1.85174 2.27565
C 0.26825 -6.58440 -4.78205
C 0.03870 -0.98075 -6.20012
C 2.63143 0.72435 1.77850
C -0.04080 -0.17447 -2.30874
C -3.32995 0.13642 -0.78000
C -2.31005 -0.58770 -6.52803
C 1.54843 -4.96855 -2.83906
C -1.58332 -2.23562 -4.89584
C 5.09974 -1.05817 -5.58385
C 0.20875 -0.63052 -1.09369
C -2.43590 -2.55240 -1.30767
C 3.31076 -1.02478 -3.91255
C 0.92017 -4.39332 -3.96507
C -0.98449 -0.33331 -6.86314
C 0.99902 -7.16091 -3.74895
C 5.19867 0.67527 3.24034
C -1.97402 4.65027 -1.72103
C -2.26716 3.26379 -4.33493
C 3.29051 -2.60520 -5.81020
C -0.23363 -2.04351 -5.29927
C -0.56912 2.08707 -2.23997
C 2.67430 -2.06439 -4.64253
C -2.77361 -1.68326 1.40482
C -0.33875 2.01460 -0.88851
C 2.08501 -0.20634 4.00865
C -0.24407 0.89410 -3.17059
C 4.55109 -0.54901 -4.40938
C 0.15498 -5.21436 -4.85899
C 4.47688 -2.08134 -6.29070
C 4.21476 1.81516 3.34468
C -2.60132 -1.50915 -5.51592
C 0.29862 4.57954 -3.69511
C 1.59770 -6.36892 -2.77508
C 1.22052 0.97300 4.35757
H 0.87520 5.04548 -2.87894
H -2.18921 5.67135 -2.07598
H -3.27108 -3.15463 -0.90868
H 1.16130 0.63834 -4.60441
H 0.90842 3.81585 -4.20412
H 4.70530 -0.30135 3.27898
H -4.34716 -0.26846 -0.66368
H -1.35240 4.71217 -0.81761
H -2.96116 -0.79580 2.02658
H -0.32101 2.95638 -0.30703
H -2.68777 -2.21536 -2.32613
H -1.74396 2.60307 -5.04561
H -3.12458 2.73593 -3.88371
H 5.78352 0.74906 2.31744
H -1.98724 -2.29759 1.86860
H 3.05134 -0.17198 4.52143
H 1.58971 -1.14815 4.28585
H -2.60664 4.17970 -4.85464
H 3.65077 1.78435 4.28024
H 5.07050 0.23522 -3.85143
H 2.86567 -0.63585 -2.98023
H -3.69116 -2.26959 1.23489
H 0.99977 -1.45893 -1.39229
H -1.82683 -2.93413 -4.08844
H -3.13086 0.38307 -1.83345
H -0.41210 -4.71883 -5.64957
H 1.08616 -0.74864 -6.40376
H 2.13687 -6.84459 -1.95478
H -3.10610 -0.05267 -7.04202
H -0.04099 5.35226 -4.40793
H 1.07981 -8.23494 -3.69891
H 0.20855 0.82127 3.96886
H -0.72393 0.38252 -7.64078
H -1.53456 -3.18431 -1.35006
H -3.64293 -1.65424 -5.22757
H 1.15741 1.05924 5.44562
H 1.96105 -4.31979 -2.06044
H -2.92634 4.15840 -1.47104
H 6.02867 -0.65520 -5.95276
H 2.75115 -3.41800 -6.33906
H 5.88743 0.74792 4.08556
H 4.88119 -2.49487 -7.20165
H -1.11121 0.77423 -3.84481
H 1.60491 1.91168 3.94282
H -3.19902 1.03736 -0.16456
H -0.21922 -7.17805 -5.53257
H 1.89555 -1.13207 2.09313
H 4.72784 2.78345 3.28071
H 3.31187 2.57890 1.57040
```

Calculated values
Charge: +2
Energy above the lowest of the compared OMol25 structures with the same formula, charge and spin in kcal/mol: 226.6
Electronic energy in eV: -130494.497
LUMO level (spin up / spin down) in eV: -7.5 / -7.3
Orbital gap (spin up / spin down) in eV: 3.50 / 3.66
M in g mol⁻¹: 748.6
Multiplicity: 2
HOMO level (spin up / spin down) in eV: -10.975 / -10.979


# 3
# C2H9NS

2 unconnected molecules or ions with the total composition C2H9NS in a non-equilibrium geometry (the ωB97M-V functional and the def2-TZVPD basis, the Open Molecules 2025 dataset).

Geometry as XYZ:
```
13
C2H9NS (the ωB97M-V functional and the def2-TZVPD basis)
S 2.39678 -0.37501 1.09034
N -1.07889 1.09317 -0.16852
C -0.97569 0.73032 -1.57709
C 1.02247 -1.49306 1.42707
H 1.66820 0.60317 0.55291
H 0.13556 -1.06067 0.97867
H -0.89712 1.54175 -2.30005
H 0.98346 -1.61520 2.50371
H -1.81869 0.09068 -1.84663
H 1.16651 -2.45502 0.93951
H -1.99751 0.99527 0.16020
H -0.49042 1.87107 0.01891
H -0.11464 0.07354 -1.77902
```

Calculated values
Energy above the lowest of the compared OMol25 structures with the same formula, charge and spin in kcal/mol: 15.9
Electronic energy in eV: -14544.606
LUMO level in eV: 0.9
Orbital gap in eV: 9.74
M in g mol⁻¹: 79.2
HOMO level in eV: -8.795


# 4
# C25H55F6N7O10P

9 unconnected molecules or ions with the total composition C25H55F6N7O10P in a non-equilibrium geometry (the ωB97M-V functional and the def2-TZVPD basis, the Open Molecules 2025 dataset).

Geometry as XYZ:
```
104
C25H55F6N7O10P (the ωB97M-V functional and the def2-TZVPD basis)
P 0.40038 0.61105 0.34006
F 0.52787 -0.94923 0.88016
F 1.44613 0.34697 -0.87602
F -0.68063 0.90490 1.51863
F 0.12557 2.10348 -0.08146
F 1.71945 0.94890 1.20546
F -0.79779 0.18273 -0.70221
O 3.66178 -3.97356 0.68400
O 5.59548 0.44303 -0.73858
O 0.19262 2.37748 4.54521
O -4.57167 1.27855 2.49749
O -5.25901 -0.69344 -1.79643
O -3.75225 2.97620 0.17016
O 7.43264 1.72002 -0.96930
O 5.98595 1.18587 -2.75784
O 1.38566 6.40757 -3.58961
O -1.42580 -5.20270 1.62130
N 2.54505 -3.83340 -1.26168
N -2.63726 3.87222 -1.55200
N -4.65487 -0.72527 1.65452
N -3.61131 -1.95781 -2.75589
N 1.99328 0.89069 5.01332
N 2.33160 5.02595 -1.90910
N -2.03176 -3.61122 3.17830
C 2.43469 1.54401 6.29008
C 1.62658 5.29203 -3.06440
C -2.62716 -4.52294 4.15407
C -2.93853 2.86217 -0.73560
C -5.10712 0.21189 2.49938
C 4.42030 0.00462 -1.50638
C -5.33940 -2.01289 1.67652
C -4.16322 -3.30951 -2.59643
C 2.41712 3.75195 -1.16006
C -1.50630 -4.05331 1.99842
C 2.69862 -0.31092 4.66531
C 0.90452 1.40120 4.30829
C 5.27115 -0.74258 -3.81763
C -3.34194 5.13560 -1.46945
C 3.01047 6.15541 -1.22732
C -2.17106 -1.88755 -3.05502
C -3.47986 -0.73691 0.77197
C 2.71926 -3.63702 0.09831
C -1.73198 3.67797 -2.65934
C 1.25765 -3.31975 -1.80075
C -4.14426 -0.84549 -2.29314
C -2.22738 -2.24262 3.54090
C 3.55146 -4.39420 -2.19004
C 4.87597 0.36699 -2.85088
C 6.42859 1.21412 -1.43213
H 1.79534 2.40621 6.47969
H 3.56079 -0.07016 4.04337
H 0.62205 -4.09880 -2.22171
H -5.14786 -3.21690 -2.13817
H -5.97688 -2.18801 2.54315
H 3.58970 0.65487 -1.23179
H 3.24152 -5.33395 -2.64712
H 3.65990 -3.70451 -3.02710
H 3.04190 -0.85803 5.54333
H -2.24457 -5.53213 4.00155
H 5.53973 -0.27541 -4.76512
H -2.09365 -1.93825 4.57897
H -1.62015 -1.42457 -2.23633
H -2.54091 -1.02085 1.24723
H 1.47962 -2.50422 -2.48903
H -3.64168 -1.57137 0.08962
H -2.09665 -1.18729 -3.88701
H -3.37939 0.13572 0.12659
H 4.53995 -4.55510 -1.75982
H 4.07011 5.92042 -1.12716
H -4.15202 5.17191 -0.74107
H 3.47027 1.83454 6.11322
H -1.77239 -2.85497 -3.36041
H -2.24015 3.39165 -3.58015
H -4.51582 -2.72328 1.74848
H 4.00749 -1.00334 -1.46519
H 0.66015 -2.80057 -1.05140
H -4.16580 -3.96730 -3.46558
H -5.95460 -2.10310 0.78127
H 2.01723 -0.97646 4.13536
H 1.43537 3.36769 -1.43686
H -3.70378 -4.54083 4.32337
H 2.56094 6.34878 -0.25335
H -3.73644 5.47331 -2.42780
H -2.31706 -4.16149 5.13454
H 2.43426 0.86986 7.14660
H -6.00466 -0.13574 3.03397
H 3.33943 3.27078 -1.48550
H -1.09308 -3.25734 1.35976
H -0.87258 3.02834 -2.49344
H 1.91055 -3.09465 0.61216
H -2.63127 5.94174 -1.28728
H 4.32219 -1.25327 -3.98124
H 0.77284 0.74787 3.43193
H 1.13580 4.44410 -3.56673
H -3.53404 -3.85203 -1.89080
H 2.38882 3.89664 -0.08007
H -1.25953 4.54876 -3.11388
H 5.98159 -1.51987 -3.53621
H -1.49779 -1.60377 3.04325
H -2.38751 1.91681 -0.85751
H 3.00341 7.10256 -1.76674
H 3.96708 0.79743 -3.27126
H -3.20514 -1.90303 3.19919
H -3.52188 0.02938 -2.53696
```

Calculated values
Charge: -1
Electronic energy in eV: -83322.750
LUMO level in eV: 2.2
Orbital gap in eV: 8.71
M in g mol⁻¹: 758.7
HOMO level in eV: -6.552


# 5
# C5H13NO

2 unconnected molecules or ions with the total composition C5H13NO in a non-equilibrium geometry (the ωB97M-V functional and the def2-TZVPD basis, the Open Molecules 2025 dataset).

Geometry as XYZ:
```
20
C5H13NO (the ωB97M-V functional and the def2-TZVPD basis)
O 4.31323 -1.41645 -2.36887
N -0.19761 0.65852 0.62856
C -2.26621 -0.46294 0.54238
C 0.11204 -0.58952 0.01855
C -1.14288 -1.45509 0.22606
C -1.60903 0.93573 0.49843
C 0.65051 1.78627 0.74167
H -1.98285 1.54820 1.31181
H -1.82737 1.42312 -0.46530
H 0.61226 2.48407 -0.10994
H 4.59510 -0.52867 -2.14272
H -0.96233 -2.19323 1.00641
H -3.12531 -0.57968 -0.12019
H 3.36034 -1.33399 -2.47914
H 0.27194 -0.44432 -1.03851
H 1.00717 -1.07205 0.36565
H -1.34429 -2.03455 -0.68076
H -2.62153 -0.58231 1.56812
H 0.46181 2.39023 1.63807
H 1.69501 1.46667 0.85973
```

Calculated values
Energy above the lowest of the compared OMol25 structures with the same formula, charge and spin in kcal/mol: 28.6
Electronic energy in eV: -8932.772
LUMO level in eV: 0.7
Orbital gap in eV: 8.69
M in g mol⁻¹: 103.2
HOMO level in eV: -7.987


# 6
# C3H11N2

A gas-phase ion, C3H11N2 (charge +1) in a non-equilibrium geometry (the ωB97M-V functional and the def2-TZVPD basis, the Open Molecules 2025 dataset).

Geometry as XYZ:
```
16
C3H11N2 (the ωB97M-V functional and the def2-TZVPD basis)
N -2.02240 0.11551 -0.02232
N 0.29960 -0.12844 -0.39190
C 0.49930 1.27767 -0.02097
C 1.66403 -0.63305 0.00151
C -0.97122 -0.78118 0.23559
H -2.69175 0.19425 0.70774
H 1.55406 1.59349 0.05866
H 1.87770 -1.72941 -0.21346
H 0.06227 1.47330 0.99030
H -2.53059 -0.03496 -0.81379
H 1.67938 -0.46186 1.14564
H 2.43580 0.03686 -0.38382
H -0.00152 -0.11581 -1.33318
H -0.75164 -1.20681 1.19064
H -1.12129 -1.59900 -0.38767
H 0.01826 1.99943 -0.76297
```

Calculated values
Charge: +1
Energy above the lowest of the compared OMol25 structures with the same formula, charge and spin in kcal/mol: 42.9
Electronic energy in eV: -6261.723
LUMO level in eV: -3.1
Orbital gap in eV: 11.78
M in g mol⁻¹: 75.1
HOMO level in eV: -14.841